Record 1
The following is a quantum chemistry calculation of a molecular structure, C24H23BrN9O5RhS2, from the Open Molecules 2025 dataset.

Calculated values
maximum force = 2.918 eV/Å
relative energy (zero: lowest compared OMol25 entry of this formula, charge and spin) = 138.81 kJ/mol
HOMO level (spin up / spin down) = -7.2 / -7.2 eV

Last column: Mulliken charge in e.
Atoms and positions in Å:
Rh -0.476 0.375 -0.445  0.9571
O 1.713 -0.426 0.230  -0.4096
C 2.418 -1.422 -0.544  -0.3870
C 2.649 -2.634 0.354  -0.8924
C 1.289 -3.109 0.865  -0.9657
C 0.407 -3.613 -0.243  0.4931
C 0.631 -4.822 -0.897  -0.7860
C -0.296 -5.250 -1.830  -0.4674
C -1.399 -4.451 -2.100  -1.0232
C -1.510 -3.239 -1.443  -0.0492
N -0.624 -2.825 -0.535  0.3645
H 1.975 0.448 -0.078  0.1752
H 3.362 -1.023 -0.920  0.4401
H 1.792 -1.691 -1.400  0.2333
H 3.265 -2.345 1.208  0.4468
H 3.187 -3.406 -0.201  0.4061
H 0.800 -2.239 1.299  0.3051
H 1.388 -3.866 1.646  0.4901
H 1.503 -5.418 -0.658  0.4515
H -0.169 -6.201 -2.332  0.4124
H -2.158 -4.754 -2.808  0.4283
H -2.321 -2.559 -1.673  0.3500
Br -3.501 9.773 2.054  -0.1966
C -1.896 9.021 1.395  0.1576
C -0.700 9.697 1.572  -0.4772
C 0.468 9.141 1.081  -0.2150
C 0.456 7.910 0.421  0.1238
C -0.768 7.249 0.243  0.0055
C -1.936 7.801 0.730  -0.7430
N 1.714 7.467 -0.033  -0.8870
N 1.856 6.338 -0.617  -0.1770
C 1.420 5.161 -0.071  -0.3590
C 0.922 4.996 1.225  -0.4214
C 0.387 3.795 1.667  -1.1081
C 0.305 2.693 0.818  1.0365
O -0.206 1.546 1.171  -0.8250
C 0.858 2.832 -0.494  0.7926
N 0.768 1.730 -1.307  0.0740
C 1.277 1.758 -2.518  -0.5289
C 1.933 2.903 -3.008  -1.1893
C 2.023 4.021 -2.225  -0.5178
C 1.464 4.013 -0.927  0.7134
H -0.683 10.645 2.091  0.4041
H 1.417 9.643 1.212  0.4410
H -0.808 6.306 -0.283  0.5260
H -2.878 7.287 0.598  0.4269
H 0.940 5.848 1.890  0.4964
H 0.006 3.696 2.675  0.4837
H 1.154 0.869 -3.118  0.7124
H 2.335 2.882 -4.010  0.4296
H 2.515 4.918 -2.575  0.5019
O -0.561 -0.549 -2.297  -0.5763
S -1.652 0.178 -3.084  1.1464
O -2.796 -0.668 -3.285  -0.6753
O -1.097 0.800 -4.256  -0.6338
S -2.025 1.543 -1.564  -0.3689
N -5.081 0.039 2.127  -0.6599
N -3.863 -0.442 1.696  1.1394
N -3.375 -1.584 2.122  -1.0113
C -2.199 -1.594 1.510  -0.4065
N -2.017 -0.496 0.771  0.6596
N -3.109 0.240 0.908  -0.4549
H -5.739 -0.728 2.142  0.2796
H -5.347 0.800 1.516  0.3142
H -1.482 -2.384 1.611  0.5943

---

Record 2
The following is a quantum chemistry calculation of a molecular structure, C24H39AuBF4N7SSe, from the Open Molecules 2025 dataset.

Calculated values
maximum force = 0.915 eV/Å
2S+1 = 3
relative energy (zero: lowest compared OMol25 entry of this formula, charge and spin) = 47.69 kJ/mol
HOMO level (spin up / spin down) = -13.5 / -13.5 eV
net charge = +2

Last column: Mulliken charge in e.
Atoms and positions in Å:
Au 0.367 0.046 -0.363  1.4407
F -1.539 1.205 0.834  -0.3527
B -1.301 2.587 0.520  0.5703
F 0.068 2.567 -0.011  -0.5071
F -1.325 3.340 1.667  -0.3473
F -2.138 2.997 -0.483  -0.3230
N -0.523 3.934 -4.160  -0.3913
C 0.279 2.972 -3.697  0.5183
C -0.154 2.028 -2.723  -0.1195
N 0.664 1.086 -2.313  -0.3401
C 1.906 0.988 -2.814  -0.2817
C 2.325 1.929 -3.741  -0.4418
N 1.528 2.895 -4.154  -0.5706
H -1.464 4.048 -3.832  0.2079
H -0.161 4.587 -4.834  0.2467
H -1.135 2.112 -2.276  0.3921
H 2.539 0.181 -2.475  0.5164
H 3.328 1.908 -4.147  0.3860
C -2.963 -3.879 2.205  -1.0268
C -1.807 -4.879 2.181  0.2877
C -0.642 -4.469 3.084  -0.8699
C 0.125 -3.240 2.590  -0.5340
N 0.910 -3.553 1.398  1.5360
C 0.565 -3.307 0.128  -0.8192
Se -0.860 -2.180 -0.383  -0.0235
N 1.441 -3.871 -0.710  0.6768
C 1.331 -3.960 -2.167  -1.1217
C 0.922 -5.366 -2.614  -0.7089
C -0.477 -5.794 -2.172  -0.2029
C -1.596 -4.971 -2.809  -0.9803
C 2.417 -4.501 0.048  0.5629
C 3.571 -5.188 -0.315  -0.8966
C 4.361 -5.659 0.711  -0.7936
C 4.022 -5.453 2.058  -0.7803
C 2.883 -4.768 2.423  -0.9712
C 2.079 -4.296 1.389  0.6970
H -3.839 -4.293 1.710  0.3802
H -2.713 -2.943 1.695  0.0997
H -3.240 -3.639 3.233  0.3249
H -1.459 -5.028 1.152  -0.2934
H -2.170 -5.845 2.531  0.4362
H 0.058 -5.301 3.186  0.3982
H -1.030 -4.241 4.079  0.4633
H 0.814 -2.889 3.358  0.4737
H -0.566 -2.430 2.347  -0.2702
H 2.301 -3.704 -2.593  0.4500
H 0.600 -3.221 -2.501  0.4475
H 1.657 -6.080 -2.237  0.4125
H 0.973 -5.390 -3.704  0.4666
H -0.556 -5.763 -1.079  0.0241
H -0.602 -6.838 -2.460  0.3946
H -1.689 -3.981 -2.355  0.0760
H -2.556 -5.471 -2.688  0.3887
H -1.419 -4.841 -3.878  0.3476
H 3.847 -5.337 -1.350  0.4775
H 5.270 -6.195 0.474  0.4405
H 4.674 -5.840 2.828  0.4577
H 2.636 -4.599 3.462  0.4996
C 2.933 3.909 4.000  -1.0897
C 2.141 3.753 2.704  -0.7261
N 2.170 2.373 2.209  0.1046
C 1.317 1.424 2.530  0.2140
S 1.557 -0.150 1.776  -0.3950
N 0.382 1.602 3.436  0.1004
C -0.601 0.620 3.888  -0.2911
C -0.112 -0.127 5.123  -1.1994
H 2.906 4.948 4.323  0.3958
H 3.975 3.629 3.849  0.3348
H 2.520 3.292 4.799  0.2760
H 2.568 4.377 1.922  0.4703
H 1.105 4.065 2.827  0.3172
H 2.853 2.156 1.503  0.2986
H 0.287 2.532 3.820  0.2589
H -0.800 -0.068 3.070  -0.0948
H -1.520 1.161 4.104  0.4707
H 0.833 -0.632 4.914  0.2444
H -0.848 -0.872 5.424  0.3830
H 0.039 0.557 5.958  0.3969

---

Record 3
The following is a quantum chemistry calculation of a molecular structure, C45H76B2F15Hg2N4O23P2S, from the Open Molecules 2025 dataset.

Calculated values
maximum force = 6.996 eV/Å
2S+1 = 2
HOMO level (spin up / spin down) = -7.8 / -7.8 eV

Last column: Mulliken charge in e.
Atoms and positions in Å:
Hg -0.684 3.563 0.226  3.2144
Hg -2.482 -1.155 -2.746  1.5797
O -2.666 -2.249 -0.400  -0.0974
C -3.091 -2.802 0.627  -0.0024
O -3.736 -2.208 1.619  -0.0487
B -4.083 -3.163 2.718  1.2942
O -3.604 -4.424 2.150  -0.5431
C -3.069 -4.265 0.948  -0.0331
O -2.584 -5.129 0.170  -0.7038
O -5.484 -3.240 2.982  -0.8011
C -5.720 -2.760 4.252  0.3647
O -6.796 -2.481 4.770  -0.6058
C -4.309 -2.479 4.857  0.7497
O -3.427 -2.813 3.982  -0.3148
O -4.129 -1.923 5.948  -0.6410
O -5.098 0.684 4.986  -0.5460
C -5.474 0.878 3.818  0.6417
O -4.761 0.581 2.745  0.8098
B -5.312 1.270 1.561  0.2306
O -6.575 1.863 2.035  -0.5222
C -6.633 1.820 3.399  0.0484
O -7.339 2.468 4.267  -0.6269
O -4.283 2.283 1.235  -0.5044
C -3.753 1.893 0.075  0.1830
O -2.699 2.439 -0.403  0.0788
C -4.446 0.646 -0.458  0.0859
O -5.468 0.408 0.396  -0.4881
O -4.102 -0.078 -1.433  -0.3312
P -1.547 1.623 4.152  1.6827
F -1.762 1.731 2.517  -0.9177
F -2.450 0.267 4.199  -0.6006
F -0.172 0.699 3.928  -0.4478
F -1.479 1.388 5.699  -0.3796
F -0.677 3.041 4.208  -0.3317
F -2.906 2.246 4.580  -0.4081
P -2.829 1.012 -4.948  1.5857
F -3.688 1.005 -6.265  -0.3274
F -4.194 0.552 -4.239  -0.3256
F -2.354 -0.551 -4.961  -0.5294
F -2.324 1.067 -3.369  -0.7607
F -1.452 1.487 -5.692  -0.3515
F -3.277 2.552 -4.831  -0.3816
C 0.386 -1.128 1.086  -0.1215
F -0.550 -1.049 2.000  0.0716
F 1.567 -0.898 1.751  -0.2548
F 0.386 -2.330 0.635  -0.0553
S 0.131 0.127 -0.453  -0.0057
O 1.402 0.207 -1.133  -0.7680
O -1.004 -0.398 -1.260  1.0626
O -0.153 1.436 0.166  -0.1696
C 1.268 -7.615 1.328  -1.6078
C 1.776 -7.098 2.722  1.7841
C 1.856 -5.484 2.584  -2.0084
C 0.504 -4.779 2.685  1.0901
C -0.181 -5.299 3.885  -1.8871
C -0.447 -6.736 4.005  2.0847
N 0.806 -7.504 3.832  0.2502
O 0.612 -8.867 3.952  -0.5051
C -0.853 -6.947 5.423  -2.1490
C -1.550 -7.129 3.003  -1.3727
C 3.172 -7.741 2.941  -1.8211
H 0.476 -7.023 0.868  0.1023
H 0.872 -8.627 1.414  0.3611
H 2.057 -7.776 0.593  0.4327
H 2.538 -5.156 3.369  0.4515
H 2.522 -5.357 1.731  0.3884
H -0.073 -4.877 1.766  -0.1432
H 0.770 -3.730 2.820  -0.0291
H -1.055 -4.673 4.065  0.5984
H 0.445 -5.034 4.737  0.4378
H -1.033 -7.979 5.723  0.4222
H -0.078 -6.594 6.103  0.4983
H -1.751 -6.409 5.727  0.3214
H -2.030 -8.104 3.094  0.3880
H -2.371 -6.425 3.137  0.2055
H -1.240 -7.236 1.963  0.1563
H 3.765 -7.691 2.028  0.3698
H 3.228 -8.802 3.186  0.3964
H 3.786 -7.169 3.636  0.4016
H 1.079 -9.060 4.768  0.3785
C 2.477 -1.249 -4.716  -1.4857
C 1.304 -2.179 -5.211  1.4406
C 1.824 -3.316 -6.100  -1.2195
C 2.434 -4.514 -5.373  -0.7986
C 1.417 -5.027 -4.305  -1.0643
C 0.867 -3.946 -3.311  1.6962
N 0.486 -2.668 -4.056  -0.5324
O -0.092 -1.767 -3.311  1.6692
C -0.376 -4.539 -2.570  -1.2739
C 1.968 -3.643 -2.320  -1.6524
C 0.369 -1.303 -6.056  -1.7351
H 2.162 -0.545 -3.946  0.1884
H 2.902 -0.766 -5.595  0.5116
H 3.213 -1.860 -4.194  0.3545
H 1.041 -3.661 -6.775  0.4217
H 2.650 -2.943 -6.706  0.4339
H 3.398 -4.158 -5.009  0.3662
H 2.731 -5.301 -6.066  0.4794
H 2.066 -5.782 -3.862  0.4074
H 0.589 -5.548 -4.786  0.4339
H -0.032 -5.216 -1.788  0.3826
H -0.896 -3.709 -2.092  -0.1862
H -1.160 -4.987 -3.182  0.3976
H 1.748 -2.825 -1.635  0.0566
H 2.264 -4.451 -1.652  0.5583
H 2.890 -3.279 -2.774  0.2946
H -0.511 -1.887 -6.326  0.5100
H 0.814 -1.057 -7.021  0.4789
H 0.059 -0.408 -5.518  -0.0156
H 0.625 -1.222 -2.979  -0.3048
C 1.954 4.705 4.473  -1.5516
C 1.692 5.368 3.092  1.4611
C 2.710 6.545 2.745  -1.2577
C 4.144 6.083 2.332  -0.8793
C 4.033 5.206 1.156  -1.0664
C 2.982 3.980 1.283  1.8346
N 1.693 4.457 1.899  0.2597
O 0.706 3.488 2.009  0.4590
C 2.688 3.316 -0.058  -1.1898
C 3.611 2.972 2.209  -1.7664
C 0.336 6.101 3.106  -1.6124
H 1.784 3.630 4.415  0.1510
H 1.313 5.073 5.274  0.4747
H 2.974 4.946 4.772  0.4842
H 2.438 7.198 1.916  0.2205
H 2.778 7.161 3.642  0.5263
H 4.775 5.528 3.027  0.3860
H 4.809 6.931 2.173  0.4890
H 4.998 4.771 0.895  0.4956
H 3.878 5.773 0.237  0.1006
H 2.172 4.001 -0.729  -0.2099
H 3.632 3.002 -0.505  0.7709
H 2.076 2.419 0.039  -0.4132
H 3.975 3.480 3.102  0.4429
H 2.881 2.201 2.459  0.1523
H 4.396 2.417 1.695  0.5148
H -0.049 6.312 2.109  -0.0441
H 0.289 7.027 3.680  0.5388
H -0.495 5.454 3.389  0.2552
H 0.906 3.062 2.846  -0.1601
C -0.363 4.365 -4.722  -1.2507
C 0.503 4.127 -3.493  0.8070
C 1.944 4.623 -3.971  -1.5782
C 2.311 6.129 -3.885  -1.0599
C 1.858 6.593 -2.511  -0.5275
C 0.368 6.195 -2.050  1.2748
N 0.027 4.811 -2.220  1.9369
O -1.309 4.493 -1.904  -0.7185
C 0.152 6.639 -0.553  -1.9833
C -0.621 7.200 -2.754  -1.7756
C 0.749 2.623 -3.153  -1.1596
H -0.155 3.760 -5.605  0.3365
H -0.207 5.426 -4.916  0.4640
H -1.400 4.140 -4.468  0.1575
H 2.748 4.183 -3.381  0.3488
H 2.148 4.267 -4.981  0.5804
H 1.652 6.663 -4.570  0.3831
H 3.340 6.375 -4.147  0.4908
H 2.035 7.666 -2.427  0.6182
H 2.596 6.150 -1.842  -0.4312
H 0.707 6.071 0.193  -0.3903
H 0.298 7.696 -0.332  0.6416
H -0.895 6.419 -0.343  0.5952
H -1.643 6.994 -2.435  0.4538
H -0.224 8.181 -2.495  0.4960
H -0.678 7.105 -3.838  0.3111
H 1.540 2.589 -2.404  0.0191
H 1.069 2.099 -4.053  0.6432
H -0.130 2.183 -2.681  -0.3744
H -1.848 4.594 -2.691  0.2787